{
  "formula": "C4H9N",
  "method": "the ωB97M-V functional and the def2-TZVPD basis",
  "multiplicity": 1,
  "e_tot_ev": -5777.5858,
  "relative_energy_kcal_mol": 143.58,
  "homo_energy_ev": -7.534,
  "homo_lumo_gap_ev": 6.77,
  "symbols": ["N", "C", "C", "C", "C", "H", "H", "H", "H", "H", "H", "H", "H", "H"],
  "positions_angstrom": [[-0.92, -0.32, 0.46], [1.06, 0.06, -0.82], [1.90, 0.09, 0.42], [-0.31, -0.56, -0.67], [-1.18, 1.01, 0.48], [2.01, -0.95, 0.83], [-3.43, -1.04, 0.62], [-0.87, -0.92, -1.48], [1.38, 0.74, 1.14], [-1.81, 1.32, 1.42], [-3.31, -0.78, -0.05], [2.79, 0.71, 0.32], [0.99, 1.09, -1.12], [1.71, -0.44, -1.54]]
}

***

{
  "formula": "C4H9N",
  "method": "the ωB97M-V functional and the def2-TZVPD basis",
  "multiplicity": 1,
  "e_tot_ev": -5782.9217,
  "relative_energy_kcal_mol": 20.53,
  "smiles": "CC(C)=CN",
  "homo_energy_ev": -7.781,
  "homo_lumo_gap_ev": 8.87,
  "symbols": ["N", "C", "C", "C", "C", "H", "H", "H", "H", "H", "H", "H", "H", "H"],
  "positions_angstrom": [[1.43, -0.96, -1.03], [-0.30, 0.20, 0.23], [-0.57, 1.38, 1.17], [0.98, 0.03, -0.12], [-1.48, -0.60, -0.24], [2.25, -0.71, -1.56], [-1.56, 1.26, 1.55], [-2.10, 0.10, -0.93], [-0.36, 2.38, 0.83], [-1.97, -1.09, 0.57], [-1.21, -1.31, -1.00], [0.18, 1.42, 1.97], [1.34, -1.92, -0.76], [1.74, 0.80, 0.09]]
}

***

{
  "formula": "C4H9N",
  "method": "the ωB97M-V functional and the def2-TZVPD basis",
  "multiplicity": 1,
  "e_tot_ev": -5778.5654,
  "relative_energy_kcal_mol": 120.99,
  "homo_energy_ev": -7.288,
  "homo_lumo_gap_ev": 5.93,
  "symbols": ["N", "C", "C", "C", "C", "H", "H", "H", "H", "H", "H", "H", "H", "H"],
  "positions_angstrom": [[-0.60, -0.14, -0.62], [-0.59, 0.47, 2.99], [0.97, -0.58, -2.65], [-0.65, -0.14, 1.78], [-0.04, 0.22, 0.58], [0.19, -0.32, -1.49], [1.99, -0.18, -2.49], [0.63, 0.01, -3.53], [-1.52, -0.74, 1.52], [0.19, 1.27, 3.19], [-1.28, 0.13, 3.75], [1.13, -1.64, -2.64], [-1.15, 0.63, -0.98], [0.71, 1.01, 0.59]]
}

***

{
  "formula": "C4H9N",
  "method": "the ωB97M-V functional and the def2-TZVPD basis",
  "multiplicity": 1,
  "e_tot_ev": -5782.5310,
  "relative_energy_kcal_mol": 29.54,
  "smiles": "CN1CCC1",
  "homo_energy_ev": -8.431,
  "homo_lumo_gap_ev": 9.70,
  "symbols": ["N", "C", "C", "C", "C", "H", "H", "H", "H", "H", "H", "H", "H", "H"],
  "positions_angstrom": [[0.43, 0.02, -0.51], [-1.59, -0.05, -0.05], [-0.50, -1.05, -0.08], [-0.50, 1.09, -0.05], [1.78, -0.01, -0.01], [2.20, 1.03, -0.12], [-2.16, -0.12, 0.88], [2.41, -0.76, -0.54], [-0.53, -1.91, -0.69], [1.79, -0.29, 1.05], [-0.64, 1.90, -0.80], [-2.20, 0.01, -0.95], [-0.32, 1.59, 0.96], [-0.19, -1.45, 0.90]]
}

***

{
  "formula": "C4H9N2",
  "method": "the ωB97M-V functional and the def2-TZVPD basis",
  "multiplicity": 1,
  "e_tot_ev": -7262.9994,
  "relative_energy_kcal_mol": 118.58,
  "smiles": "[H]/N=[N+]1/CC1(C)C",
  "homo_energy_ev": -15.718,
  "homo_lumo_gap_ev": 9.55,
  "charge": 1,
  "symbols": ["N", "N", "C", "C", "C", "C", "H", "H", "H", "H", "H", "H", "H", "H", "H"],
  "positions_angstrom": [[-2.46, 0.37, 0.66], [-1.55, -0.14, -0.01], [0.45, 1.21, 0.45], [0.85, -1.27, 0.14], [-0.06, -0.07, -0.19], [-0.99, -0.13, -1.35], [1.60, 1.45, 0.24], [-1.35, 0.67, -2.00], [-2.43, 0.45, 1.75], [0.29, 1.34, 1.47], [-1.13, -1.23, -1.74], [1.29, -1.41, 1.21], [1.69, -1.17, -0.56], [0.36, -2.14, -0.25], [-0.15, 1.97, -0.11]]
}

***

{
  "formula": "C4H9N2",
  "method": "the ωB97M-V functional and the def2-TZVPD basis",
  "multiplicity": 1,
  "e_tot_ev": -7263.8408,
  "relative_energy_kcal_mol": 99.18,
  "homo_energy_ev": [-12.491, -12.490],
  "homo_lumo_gap_ev": [8.39, 8.39],
  "charge": 1,
  "symbols": ["N", "N", "C", "C", "C", "C", "H", "H", "H", "H", "H", "H", "H", "H", "H"],
  "positions_angstrom": [[-1.80, -0.32, 0.67], [0.21, 0.11, -0.92], [0.52, 0.59, 1.18], [0.41, -0.38, -2.13], [1.34, 0.58, -0.11], [-0.74, 0.67, 0.35], [2.20, -0.08, -0.14], [0.68, 1.45, 1.83], [-2.49, -0.34, -0.09], [-0.41, -0.76, -2.71], [1.41, -0.37, -2.52], [0.65, -0.33, 1.76], [-1.46, -1.29, 0.85], [1.65, 1.58, -0.42], [-2.25, 0.02, 1.53]]
}

***

{
  "formula": "C4H9N2",
  "method": "the ωB97M-V functional and the def2-TZVPD basis",
  "multiplicity": 1,
  "e_tot_ev": -7266.9871,
  "relative_energy_kcal_mol": 26.63,
  "smiles": "NC(=[NH2+])C1CC1",
  "homo_energy_ev": -15.606,
  "homo_lumo_gap_ev": 11.99,
  "charge": 1,
  "symbols": ["N", "N", "C", "C", "C", "C", "H", "H", "H", "H", "H", "H", "H", "H", "H"],
  "positions_angstrom": [[-1.77, 0.60, 0.95], [-1.34, -0.62, -1.00], [1.44, -0.30, -0.60], [-0.94, 0.18, 0.00], [0.44, 0.56, 0.11], [1.36, -0.34, 0.86], [-1.42, 1.13, 1.75], [-2.74, 0.29, 1.05], [-0.59, -0.88, -1.61], [1.16, -1.20, 1.49], [-2.30, -0.95, -1.14], [2.26, 0.10, 1.29], [0.65, 1.58, 0.49], [2.26, 0.09, -1.19], [1.00, -1.22, -1.19]]
}

***

{
  "formula": "C4H9N2",
  "method": "the ωB97M-V functional and the def2-TZVPD basis",
  "multiplicity": 1,
  "e_tot_ev": -7266.9329,
  "relative_energy_kcal_mol": 27.88,
  "smiles": "CN1C=[NH+]CC1",
  "homo_energy_ev": -14.357,
  "homo_lumo_gap_ev": 10.84,
  "charge": 1,
  "symbols": ["N", "N", "C", "C", "C", "C", "H", "H", "H", "H", "H", "H", "H", "H", "H"],
  "positions_angstrom": [[-1.55, 0.23, -0.75], [0.55, 0.29, -0.08], [-0.25, 0.34, -1.12], [1.96, 0.26, 0.00], [-1.68, 0.30, 0.68], [-0.31, -0.16, 1.21], [-1.83, 1.33, 1.04], [-2.62, -0.22, 1.02], [0.09, 0.31, 2.17], [-2.42, 0.39, -1.37], [-0.25, -1.17, 1.23], [2.21, 1.12, 0.67], [0.11, 0.43, -2.07], [2.36, -0.65, 0.35], [2.36, 0.37, -0.96]]
}

***

{
  "formula": "C4H9N2",
  "method": "the ωB97M-V functional and the def2-TZVPD basis",
  "multiplicity": 1,
  "e_tot_ev": -7264.9346,
  "relative_energy_kcal_mol": 73.96,
  "smiles": "C/N=C(\\C)C=[NH2+]",
  "homo_energy_ev": -14.638,
  "homo_lumo_gap_ev": 8.91,
  "charge": 1,
  "symbols": ["N", "N", "C", "C", "C", "C", "H", "H", "H", "H", "H", "H", "H", "H", "H"],
  "positions_angstrom": [[0.86, -0.17, -0.25], [1.40, 0.69, 1.91], [-0.21, 0.24, 0.31], [0.14, 0.62, 1.67], [-1.64, 0.25, -0.06], [0.97, -0.74, -1.83], [1.74, 1.16, 2.77], [0.02, -0.94, -2.16], [-2.04, 1.18, -0.28], [-2.25, -0.37, 0.59], [2.05, 0.85, 1.11], [1.80, -1.60, -1.68], [-1.77, -0.28, -1.10], [-0.72, 0.63, 2.45], [1.32, 0.18, -2.32]]
}

***

{
  "formula": "C4H9N2",
  "method": "the ωB97M-V functional and the def2-TZVPD basis",
  "multiplicity": 1,
  "e_tot_ev": -7262.2989,
  "relative_energy_kcal_mol": 134.74,
  "homo_energy_ev": -13.909,
  "homo_lumo_gap_ev": 9.67,
  "charge": 1,
  "symbols": ["N", "N", "C", "C", "C", "C", "H", "H", "H", "H", "H", "H", "H", "H", "H"],
  "positions_angstrom": [[0.26, 0.20, 0.66], [-2.53, 0.54, 0.08], [-1.71, -0.28, 0.94], [-2.18, -0.79, -0.42], [2.63, -0.27, 0.23], [1.19, -0.21, -0.13], [3.02, 0.62, -0.23], [0.89, -0.38, -1.18], [-1.36, -0.93, -1.26], [-3.41, 0.67, 0.64], [-2.96, -1.56, -0.38], [3.13, -1.15, 0.01], [0.29, 0.42, 1.67], [-2.18, 1.39, -0.40], [2.74, -0.05, 1.29]]
}

***

{
  "formula": "C4H9N2",
  "method": "the ωB97M-V functional and the def2-TZVPD basis",
  "multiplicity": 1,
  "e_tot_ev": -7263.0293,
  "relative_energy_kcal_mol": 117.90,
  "smiles": "C=N/C(C)=C/[NH3+]",
  "homo_energy_ev": -12.586,
  "homo_lumo_gap_ev": 9.04,
  "charge": 1,
  "symbols": ["N", "N", "C", "C", "C", "C", "H", "H", "H", "H", "H", "H", "H", "H", "H"],
  "positions_angstrom": [[0.50, 0.78, 1.50], [-0.57, 0.03, -2.39], [0.23, 0.33, 0.21], [-0.26, -1.07, 0.45], [0.85, 0.70, 2.80], [0.05, 0.69, -1.17], [-1.54, 0.35, -2.37], [0.10, 0.84, 3.47], [0.30, 1.67, -1.43], [-0.30, -1.58, -0.48], [0.51, -1.63, 1.13], [1.97, 0.43, 3.11], [-0.52, -0.93, -2.58], [-0.16, 0.40, -3.21], [-1.18, -0.99, 0.94]]
}

***

{
  "formula": "C4H9N2",
  "method": "the ωB97M-V functional and the def2-TZVPD basis",
  "multiplicity": 1,
  "e_tot_ev": -7265.1851,
  "relative_energy_kcal_mol": 68.18,
  "homo_energy_ev": [-11.883, -11.892],
  "homo_lumo_gap_ev": [7.36, 7.37],
  "charge": 1,
  "symbols": ["N", "N", "C", "C", "C", "C", "H", "H", "H", "H", "H", "H", "H", "H", "H"],
  "positions_angstrom": [[0.38, 0.69, -0.06], [-2.10, 0.27, 0.05], [-0.95, 0.99, 0.01], [-2.49, -0.97, -0.05], [1.17, -0.35, 0.06], [2.63, -0.23, -0.01], [-1.78, -1.77, -0.19], [3.06, -0.46, 0.97], [0.91, 1.55, -0.22], [-3.53, -1.21, 0.00], [2.94, 0.77, -0.30], [-2.88, 0.92, 0.16], [-1.13, 2.05, 0.04], [3.04, -0.95, -0.71], [0.73, -1.32, 0.25]]
}